1.
2 unconnected molecules or ions with the total composition C10H16O. Source: the Open Molecules 2025 dataset; level of theory: ωB97M-V/def2-TZVPD.

The geometry in ORCA input format:
```
! RIJCOSX wB97M-V def2-TZVPD def2/J DEFGRID3
* xyz -1 2
C -1.083 1.112 -2.435
C -2.176 1.246 -1.387
C -0.028 2.197 -2.253
H -0.540 0.184 -2.198
H -1.390 0.877 -3.454
H -1.788 1.425 -0.389
H -0.369 3.229 -2.340
H 0.497 2.043 -1.314
H -2.730 0.301 -1.316
H -2.923 2.013 -1.612
H 0.759 2.046 -3.012
C -1.197 -0.077 3.163
C 0.030 -1.506 -0.149
C 1.336 -1.025 -0.252
C -0.844 -1.107 0.886
C -0.372 -0.359 1.967
C 1.788 -0.173 0.752
C 0.949 0.106 1.872
O 2.150 -1.386 -1.300
H -0.388 -2.081 -0.974
H -1.904 -1.334 0.805
H 2.794 0.238 0.698
H 3.049 -1.437 -0.944
H -0.549 0.020 4.051
H -1.977 -0.807 3.381
H 1.324 0.752 2.665
H -1.692 0.902 3.200
*
```

Calculated values
- HOMO level (alpha / beta): 0.89 / -3.75 eV
- Electronic energy: -465.8178 Ha
- Gap between HOMO and LUMO (alpha / beta): 0.1090 / 0.2776 Eh
- E_LUMO (alpha / beta): 3.858 / 3.804 eV

2.
A single C2HN3O3S molecule. Source: the Open Molecules 2025 dataset; level of theory: ωB97M-V/def2-TZVPD.

The geometry in ORCA input format:
```
! RIJCOSX wB97M-V def2-TZVPD def2/J DEFGRID3
* xyz 0 1
C -3.018 0.293 0.119
C -0.787 0.252 0.094
N -3.990 0.601 -0.382
N 1.948 0.024 0.208
N 2.904 -0.515 -0.420
O -0.663 0.988 -0.821
O 2.936 -1.659 -0.769
O -1.956 -0.236 0.569
S 0.378 -0.703 1.017
H 2.248 0.955 0.385
*
```

Calculated values
- HOMO level (alpha / beta): -9.92 / -9.92 eV
- Electronic energy: -864.8420 Ha
- SMILES: N#COC(=O)SNN=O
- Gap between HOMO and LUMO (alpha / beta): 0.3353 / 0.3353 Eh
- E_LUMO (alpha / beta): -0.794 / -0.794 eV

Molar mass across the listed records, respectively: 152.2 147.1 Da.
Strongest force on any atom across the listed records, respectively: 1.91 3.21 eV/Å.
Energy relative to the best compared isomer or geometry (same formula, charge and spin) across the listed records, respectively: 0.1834 0.0000 eV.